(1)
ORCA calculation (ωB97M-V with the def2-TZVPD basis set) on the ion C4H11N2 with charge +1 in a non-equilibrium geometry.

Its charge is +1. Its SMILES is NCC/C=C\[NH3+]. For the molecular weight, the calculation gives 87.15 g/mol. Its orbital gap is 10.67 eV. The value obtained for the highest occupied orbital energy is -14.146 eV. The spin multiplicity is 1. The calculation puts the energy above the lowest of the compared OMol25 structures with the same formula, charge and spin at 3.1866 eV.

Last column: Mulliken charge in e.
Cartesian coordinates (Å):
N: 0.72 1.33 0.16  -0.685
N: 0.30 -0.15 -1.87  -0.195
C: -0.14 -1.33 0.19  -0.646
C: -0.91 -0.36 1.00  -0.440
C: -0.13 0.94 1.34  -0.690
C: -0.02 -1.39 -1.16  -0.198
H: -1.96 -0.35 0.70  0.355
H: 0.03 -2.32 -1.81  0.357
H: 0.76 0.47 -1.16  0.357
H: -0.04 -2.27 0.64  0.397
H: -0.57 0.42 -2.04  0.366
H: 1.62 1.26 0.56  0.275
H: 0.61 0.83 2.06  0.376
H: -0.71 1.79 1.83  0.400
H: 0.61 2.37 0.37  0.308
H: 0.71 -0.30 -2.75  0.359
H: -0.88 -0.95 1.94  0.304


(2)
ORCA calculation (ωB97M-V with the def2-TZVPD basis set) on the molecule C5H9N3O in a non-equilibrium geometry.

Its SMILES is CC(C)/N=N/OC=C=N. For the molecular weight, the calculation gives 127.15 g/mol. Its orbital gap (alpha / beta) is 8.53 / 8.53 eV. The value obtained for the highest occupied orbital energy (alpha / beta) is -8.544 / -8.545 eV. The spin multiplicity is 1. The calculation puts the energy above the lowest of the compared OMol25 structures with the same formula, charge and spin at 7.7541 eV.

Last column: Mulliken charge in e.
Cartesian coordinates (Å):
O: 1.73 -1.08 0.35  -0.367
N: -0.10 0.32 0.21  -0.487
N: 4.25 1.29 -0.13  -0.490
N: 0.48 -0.73 0.39  0.371
C: 3.89 0.11 -0.07  0.593
C: -1.53 0.28 0.35  0.366
C: -2.22 -1.11 0.04  -1.311
C: 3.24 -0.99 -0.04  -0.540
C: -2.26 1.26 -0.59  -1.184
H: -1.67 -1.85 0.57  0.416
H: 4.77 1.71 0.68  0.283
H: -2.05 -1.19 -1.01  0.331
H: -1.65 0.56 1.44  0.284
H: 3.58 -2.04 -0.21  0.291
H: -3.22 0.95 -0.67  0.442
H: -2.20 2.36 -0.19  0.263
H: -3.21 -0.93 0.45  0.396
H: -1.81 1.08 -1.58  0.344


- Among the records above, which one has the highest energy above the lowest of the compared OMol25 structures with the same formula, charge and spin?
  C5H9N3O